[1]
C4H13N3 | wB97M-V/def2-TZVPD

Geometry as ORCA input:
```
! RIJCOSX wB97M-V def2-TZVPD def2/J DEFGRID3
* xyz 0 1
C -1.1893 -0.4300 1.2658
N -0.9655 -1.0618 0.0008
C 0.4020 -1.1983 -0.4171
C 0.7278 -0.7347 -1.8420
N 1.0726 0.6681 -1.9588
C -0.8174 1.0985 1.2064
N 0.4495 1.4509 1.7899
H -2.1861 -0.4720 1.6718
H -0.4758 -0.8046 2.0187
H -1.4622 -1.9286 -0.1227
H 1.1372 -0.7006 0.2179
H 0.7115 -2.2529 -0.4365
H -0.1479 -0.9204 -2.4704
H 1.4356 -1.4257 -2.3354
H 1.2751 1.0181 -2.8802
H 1.7500 0.9565 -1.2684
H -0.9286 1.3717 0.1508
H -1.6259 1.6657 1.6690
H 0.4515 2.0735 2.5775
H 1.1952 1.6778 1.1492
*
```

The calculation puts the total energy at -8828.11957 eV. The SMILES is NCCNCCN. The calculation puts the HOMO-LUMO gap at 0.3490 Ha. As for the energy above the lowest of the compared OMol25 structures with the same formula, charge and spin: 29.82 kcal/mol.

Atomic partial charges in e from the Mulliken method, atoms 1 to 8:
1. C -0.790
2. N -0.321
3. C -0.460
4. C -0.692
5. N -0.443
6. C -0.444
7. N -0.501
8. H 0.411

[2]
C5H10N2O2 | wB97M-V/def2-TZVPD

Geometry as ORCA input:
```
! RIJCOSX wB97M-V def2-TZVPD def2/J DEFGRID3
* xyz 0 1
C -2.2860 0.1784 1.5997
C 2.2130 0.4997 -1.2629
C 0.0648 -0.7788 -1.7430
N -0.9193 0.3322 1.1446
C -0.0314 -0.7526 1.2775
C 1.0215 -0.2332 -0.7230
O -0.4505 1.6298 1.4548
N 1.0772 -0.5871 0.5015
O -0.2529 -1.7184 1.9639
H 0.3220 1.8164 0.8966
H -2.9435 0.7542 0.9582
H -2.4018 0.5181 2.6341
H -2.5297 -0.8945 1.5678
H 2.7556 0.9978 -0.4717
H 2.8870 -0.2313 -1.7070
H -0.1129 -0.0320 -2.5388
H -0.8879 -1.0690 -1.2838
H 0.5240 -1.6377 -2.2256
H 1.9509 1.2082 -2.0430
*
```

The calculation puts the total energy at -12420.07309 eV. The SMILES is CC(C)=NC(=O)N(C)O. The calculation puts the HOMO-LUMO gap at 0.3385 Ha. As for the energy above the lowest of the compared OMol25 structures with the same formula, charge and spin: 78.39 kcal/mol.

Atomic partial charges in e from the Mulliken method, atoms 1 to 8:
1. C -0.931
2. C -1.317
3. C -1.148
4. N 0.290
5. C 0.400
6. C 0.967
7. O -0.485
8. N -0.454

[3]
C4H2Cl2 | wB97M-V/def2-TZVPD

Geometry as ORCA input:
```
! RIJCOSX wB97M-V def2-TZVPD def2/J DEFGRID3
* xyz 0 3
C -1.4248 0.7179 -1.6234
C -1.4644 0.7764 -0.4024
C 1.3141 -1.0856 0.6066
C 1.8222 -0.2829 1.3706
Cl 0.7638 -2.1959 -0.5046
Cl -1.2264 0.7325 1.2260
H -1.5635 0.7930 -2.7202
H 1.7790 0.5445 2.0475
*
```

The calculation puts the total energy at -29215.21084 eV. The calculation puts the HOMO-LUMO gap (alpha / beta) at 0.2168 / 0.2796 Ha. As for the energy above the lowest of the compared OMol25 structures with the same formula, charge and spin: 89.17 kcal/mol.

Listed below, in e, are the Mulliken charges computed for each atom:
1. C -0.139
2. C -0.077
3. C 0.057
4. C -0.284
5. Cl -0.085
6. Cl -0.101
7. H 0.329
8. H 0.301

[4]
C5H14N2O | wB97M-V/def2-TZVPD

Geometry as ORCA input:
```
! RIJCOSX wB97M-V def2-TZVPD def2/J DEFGRID3
* xyz 0 1
C -0.3384 -0.1790 0.0427
C -1.9621 0.2305 0.0458
C 0.2664 1.1909 -0.1907
C -0.1257 -1.1672 -1.1062
C 0.0088 -0.8134 1.3894
N 1.8157 1.1456 0.0317
N 2.6251 0.5609 -0.9828
O -2.3451 0.9891 1.1781
H -2.3292 0.4049 1.9531
H 2.1219 0.9471 0.9860
H 2.6452 -0.4579 -0.9423
H 2.3283 0.8344 -1.9203
H -2.5316 -0.7054 0.0372
H -2.2520 0.7875 -0.8496
H 0.0920 1.5554 -1.2076
H -0.0878 1.9276 0.5346
H -0.3012 -0.6944 -2.0776
H -0.0392 -0.0862 2.2050
H -0.8125 -2.0170 -1.0183
H 0.8827 -1.5860 -1.1066
H -0.6807 -1.6342 1.6193
H 1.0194 -1.2332 1.3791
*
```

The calculation puts the total energy at -10437.95458 eV. The SMILES is CC(C)(CO)CNN. The calculation puts the HOMO-LUMO gap at 0.3082 Ha. As for the energy above the lowest of the compared OMol25 structures with the same formula, charge and spin: 70.87 kcal/mol.

Atomic partial charges in e from the Mulliken method, atoms 1 to 8:
1. C 2.304
2. C -1.014
3. C -1.285
4. C -1.798
5. C -2.067
6. N -0.265
7. N -0.611
8. O -0.518

[5]
C62H76N5O3 | wB97M-V/def2-TZVPD

Geometry as ORCA input:
```
! RIJCOSX wB97M-V def2-TZVPD def2/J DEFGRID3
* xyz 1 1
C 5.1213 1.8687 -2.5517
C 4.7566 0.4750 -3.0276
C 3.9204 0.6271 -4.3038
C 6.0633 -0.2528 -3.3836
C 3.9763 -0.4078 -2.0189
C 3.6610 -1.6685 -2.5310
C 3.1137 -2.6430 -1.7205
C 2.9380 -2.3958 -0.3641
C 3.2402 -1.1682 0.2327
C 3.2861 -1.2075 1.8104
C 2.7376 -0.0328 2.6071
C 4.7409 -1.4271 2.2359
C 2.4610 -2.3942 2.3504
C 3.6349 -0.1102 -0.6765
N 3.4795 1.2656 -0.3093
C 2.4822 2.0919 -0.8310
C 1.7367 1.8166 -1.9629
C 0.9238 2.7759 -2.6639
C 1.3766 4.1109 -2.8870
C 0.4964 5.0812 -3.3265
C -0.8505 4.7069 -3.5488
N -1.8638 5.6909 -3.3550
O -3.0572 5.3775 -3.5625
O -1.5218 6.8251 -2.9422
C -1.2376 3.3526 -3.6252
C -0.3565 2.3896 -3.1664
N 2.2322 3.0458 0.1299
C 1.0796 3.9020 0.2248
C -0.2473 3.3718 0.3340
C -0.7078 1.9200 0.7682
C -2.1248 1.6333 0.2383
C -0.7569 1.9103 2.3026
C 0.1295 0.7506 0.2855
C -1.3045 4.2875 0.2542
C -1.1067 5.6589 0.3417
C 0.1785 6.1278 0.5158
C 1.2883 5.2984 0.2966
C 2.5934 6.1331 0.1360
C 2.3048 7.2422 -0.8946
C 3.8649 5.4598 -0.3500
C 2.9142 6.7737 1.4915
C 3.2422 2.9626 1.0861
C 4.0230 1.9071 0.7917
H 5.7962 1.8574 -1.6911
H 5.6235 2.3888 -3.3814
H 4.2225 2.4459 -2.3151
H 3.7046 -0.3378 -4.7747
H 2.9668 1.1169 -4.0754
H 4.4716 1.2413 -5.0271
H 5.8763 -1.2434 -3.8115
H 6.6268 0.3305 -4.1200
H 6.6896 -0.3764 -2.4914
H 3.8912 -1.9052 -3.5717
H 2.8580 -3.6181 -2.1363
H 2.5667 -3.2291 0.2285
H 1.7191 0.2367 2.3127
H 2.6908 -0.3437 3.6638
H 3.3819 0.8465 2.6043
H 5.1117 -2.3933 1.8737
H 5.3987 -0.6401 1.8488
H 4.8031 -1.4251 3.3316
H 2.9162 -3.3645 2.1247
H 2.3955 -2.3324 3.4453
H 1.4333 -2.3734 1.9637
H 1.6862 0.7753 -2.2631
H 2.4302 4.3412 -2.7094
H 0.7871 6.1200 -3.4616
H -2.2454 3.1172 -3.9608
H -0.6470 1.3344 -3.1496
H -2.2135 1.8944 -0.8257
H -2.3711 0.5661 0.3358
H -2.8837 2.1834 0.8064
H 0.2244 2.1367 2.7402
H -1.4742 2.6617 2.6601
H -1.0835 0.9292 2.6775
H 1.1790 0.8328 0.5565
H -0.2335 -0.1944 0.7248
H 0.0514 0.6316 -0.8016
H -2.3369 3.9465 0.2043
H -1.9538 6.3427 0.2906
H 0.3299 7.1837 0.7417
H 1.5261 7.9402 -0.5688
H 3.2131 7.8295 -1.0763
H 1.9811 6.7952 -1.8447
H 4.3270 4.8216 0.4068
H 3.7329 4.9207 -1.2947
H 4.5970 6.2636 -0.5301
H 3.0529 6.0031 2.2613
H 3.8454 7.3474 1.4113
H 2.1241 7.4534 1.8253
H 3.2997 3.6564 1.9111
H 4.9025 1.5365 1.3011
C -5.3927 -6.6807 2.4033
N -5.4030 -5.2640 2.1439
C -6.1601 -4.4016 2.8870
O -6.9513 -4.7121 3.7776
C -5.8605 -2.9927 2.3908
C -5.2843 -2.0826 3.4677
C -4.0471 -2.6936 4.0716
C -4.1775 -3.7056 5.0272
C -3.0498 -4.2932 5.5984
C -1.7712 -3.8694 5.2191
C -1.6344 -2.8257 4.2956
C -2.7699 -2.2282 3.7395
N -4.8955 -3.2237 1.3247
C -4.2953 -2.2134 0.6760
C -3.3321 -2.4107 -0.3221
C -3.2238 -1.6064 -1.4469
C -2.2069 -1.7532 -2.4573
C -2.4996 -1.4617 -3.8175
C -1.5664 -1.7054 -4.8153
C -0.2952 -2.1966 -4.4809
C 0.0248 -2.4442 -3.1413
C -0.9077 -2.2199 -2.1342
C -4.5013 -4.6377 1.1979
C -3.0271 -4.8985 1.6063
C -2.5864 -6.0775 0.7518
C -3.6465 -6.3074 -0.3505
C -4.7095 -5.2261 -0.2211
H -6.1779 -6.9042 3.1288
H -5.5949 -7.2191 1.4721
H -4.4296 -7.0154 2.8115
H -6.7946 -2.5818 1.9694
H -5.0559 -1.1092 3.0249
H -6.0474 -1.9577 4.2479
H -5.1820 -4.0221 5.3212
H -3.1789 -5.0872 6.3371
H -0.8861 -4.3302 5.6645
H -0.6422 -2.4705 4.0050
H -2.6746 -1.3974 3.0351
H -4.6549 -1.2021 0.8944
H -2.6779 -3.2808 -0.2530
H -4.0579 -0.9294 -1.6550
H -3.4910 -1.0719 -4.0574
H -1.8230 -1.5033 -5.8572
H 0.4444 -2.3781 -5.2625
H 1.0082 -2.8345 -2.8830
H -0.6572 -2.4222 -1.0894
H -2.4307 -4.0010 1.4225
H -2.9876 -5.0805 2.6885
H -1.6033 -5.8838 0.3059
H -2.4935 -6.9654 1.3861
H -3.1845 -6.2812 -1.3440
H -4.1021 -7.2985 -0.2378
H -5.7404 -5.5933 -0.3078
H -4.5678 -4.4315 -0.9593
*
```

The calculation puts the total energy at -79110.41137 eV. The calculation puts the HOMO-LUMO gap at 0.1348 Ha.

Atomic partial charges in e from the Mulliken method, atoms 1 to 8:
1. C -1.587
2. C 2.142
3. C -1.530
4. C -1.852
5. C -0.377
6. C -0.048
7. C -1.884
8. C -0.088

[6]
C14H42O14 | wB97M-V/def2-TZVPD

Geometry as ORCA input:
```
! RIJCOSX wB97M-V def2-TZVPD def2/J DEFGRID3
* xyz 0 1
C -2.8187 5.4661 1.1855
C -3.2164 6.9274 1.5936
O -3.5562 7.1370 2.9732
O -3.9444 4.6897 1.6114
H -1.8543 5.2341 1.6374
H -2.7253 5.3090 0.1110
H -4.0222 7.3145 0.9698
H -2.4435 7.6654 1.3789
H -4.4897 6.9846 3.1375
H -3.8934 4.6768 2.5699
C -0.4407 3.4733 6.3720
C 0.2297 2.4983 5.2818
O 0.9054 3.4284 4.4383
O -1.3081 4.4726 5.7938
H 0.4390 3.9898 6.7559
H -0.9749 2.8835 7.1169
H -0.5046 1.9968 4.6514
H 0.9199 1.8247 5.7896
H 1.3344 2.8976 3.7632
H -0.8326 5.1270 5.2768
C 7.1110 2.4741 -2.7119
C 5.7859 1.8029 -2.0541
O 4.6050 2.6982 -2.1907
O 7.1286 2.5748 -4.1057
H 7.8848 1.7383 -2.4929
H 7.2484 3.4626 -2.2737
H 6.0640 1.4829 -1.0500
H 5.6565 0.9016 -2.6532
H 4.4236 2.7122 -3.1333
H 6.9994 1.7596 -4.5958
C -0.0932 0.6129 -0.6005
C -1.1701 -0.0008 0.3269
O -1.5519 -1.2450 -0.1564
O 0.6124 1.5804 0.2082
H -0.5943 1.2823 -1.2998
H 0.6570 -0.0373 -1.0504
H -2.0547 0.6323 0.3957
H -0.8060 -0.0050 1.3543
H -2.0497 -0.9364 -0.9170
H 1.4584 1.6161 -0.2442
C -4.3488 0.8703 -4.2935
C -4.6736 2.2718 -3.5934
O -6.1165 2.4255 -3.4029
O -4.6305 -0.3164 -3.5029
H -3.3059 1.0030 -4.5814
H -4.7943 0.7932 -5.2852
H -4.3205 2.9715 -4.3509
H -4.1281 2.4513 -2.6669
H -6.4325 1.8130 -2.7346
H -5.3425 -0.7061 -4.0155
C -1.2684 -7.2915 -1.1794
C -0.8750 -8.7309 -0.7185
O -1.9435 -9.4505 -0.0800
O -1.4347 -6.3830 -0.1254
H -2.2728 -7.4111 -1.5855
H -0.6376 -6.8364 -1.9430
H 0.0554 -8.8554 -0.1645
H -0.7250 -9.3134 -1.6276
H -2.5742 -9.2571 -0.7775
H -1.5640 -5.4773 -0.4161
C 3.3477 -4.5283 0.6080
C 3.2830 -6.0702 0.5376
O 3.8346 -6.5908 -0.6724
O 4.7426 -4.0495 0.6829
H 2.9302 -4.1005 1.5195
H 2.8413 -4.0539 -0.2326
H 2.2953 -6.4949 0.7171
H 3.8613 -6.6199 1.2803
H 4.7857 -6.4945 -0.7595
H 5.2927 -4.6709 0.2003
*
```

The calculation puts the total energy at -43856.97884 eV. The SMILES is OCCO.OCCO.OCCO.OCCO.OCCO.OCCO.OCCO. The calculation puts the HOMO-LUMO gap at 0.3747 Ha. As for the energy above the lowest of the compared OMol25 structures with the same formula, charge and spin: 94.93 kcal/mol.

Atomic partial charges in e from the Mulliken method, atoms 1 to 8:
1. C -0.240
2. C -0.400
3. O -0.524
4. O -0.517
5. H 0.184
6. H 0.293
7. H 0.265
8. H 0.318